[1]
Computed, not measured: a molecular structure, C4H2EuLiO2 in a non-equilibrium geometry, with ωB97M-V/def2-TZVPD.

ORCA input file:
```
! RIJCOSX wB97M-V def2-TZVPD def2/J DEFGRID3
* xyz 1 8
C -1.3806 -1.0207 0.1313
C -0.7469 -1.9233 0.7664
O -1.6896 -0.1868 -0.6842
Li -1.1524 1.5294 -1.1784
H -0.9733 -2.9678 0.9511
C 1.0555 1.6795 -1.2222
C 1.1905 1.3071 -0.0355
O 1.3280 0.5226 0.9051
Eu 0.8863 -1.1205 2.4436
H 1.4825 2.1804 -2.0772
*
```

Properties
LUMO (alpha / beta) in eV: -4.61 / -4.49
M in g/mol: 240.96
HOMO-LUMO gap (alpha / beta) in eV: 7.30 / 7.47
Relative energy (zero: lowest compared OMol25 entry of this formula, charge and spin) in kcal/mol: 12.0


[2]
Computed, not measured: C5H7N in the gas phase, with ωB97M-V/def2-TZVPD.

ORCA input file:
```
! RIJCOSX wB97M-V def2-TZVPD def2/J DEFGRID3
* xyz 0 1
C 1.6964 0.7253 0.2570
N 0.4010 0.0736 0.2480
C -0.7653 0.7937 0.3097
C -1.7950 0.0142 -0.1425
C -1.2367 -1.2514 -0.4800
C 0.1122 -1.1820 -0.2337
H 2.3805 0.3044 0.9998
H 1.5200 1.7784 0.4855
H 2.1583 0.6741 -0.7349
H -0.7542 1.7932 0.7246
H -2.8271 0.3246 -0.2335
H -1.7745 -2.1161 -0.8478
H 0.8845 -1.9321 -0.3522
*
```

Properties
LUMO in eV: 1.06
Structure (SMILES): Cn1cccc1
M in g/mol: 81.12
HOMO-LUMO gap in eV: 9.31
Relative energy (zero: lowest compared OMol25 entry of this formula, charge and spin) in kcal/mol: 9.5


[3]
Computed, not measured: a molecular structure, C28H23MnN4O2, with ωB97M-V/def2-TZVPD.

ORCA input file:
```
! RIJCOSX wB97M-V def2-TZVPD def2/J DEFGRID3
* xyz 3 4
Mn 0.1277 -0.1821 -0.6023
O -5.7873 -2.6598 1.5753
C -4.6945 -3.5336 1.5479
C -3.5045 -2.7800 1.0429
C -2.2575 -3.3943 0.9151
C -1.1938 -2.6698 0.4405
N -1.3040 -1.3696 0.0879
C -2.5131 -0.7603 0.2174
C -3.6155 -1.4358 0.6851
C -2.5230 0.6599 -0.1782
C -3.6341 1.4668 -0.1326
C -3.5358 2.8045 -0.5194
C -4.7348 3.6986 -0.4731
O -5.8243 2.9482 -0.0162
C -2.2942 3.2781 -0.9437
C -1.2186 2.4267 -0.9725
N -1.3211 1.1326 -0.6038
H -6.5746 -3.1156 1.8945
H -4.8574 -4.3933 0.8848
H -4.4492 -3.9349 2.5399
H -2.1144 -4.4334 1.1815
H -0.2214 -3.1285 0.3386
H -4.5756 -0.9510 0.7840
H -4.5911 1.0920 0.1992
H -4.8945 4.1071 -1.4794
H -4.5010 4.5462 0.1845
H -6.6182 3.4941 0.0176
H -2.1619 4.3073 -1.2510
H -0.2466 2.7684 -1.2954
C 1.4912 0.5482 3.3520
C 2.5491 1.4077 3.0882
C 2.8623 1.7843 1.7868
C 2.1096 1.2969 0.7242
C 1.0647 0.4297 1.0446
C 0.7112 0.0364 2.3117
C 2.3123 1.5953 -0.6971
C 3.3022 2.4182 -1.2325
C 3.3676 2.5792 -2.5961
C 2.4521 1.9287 -3.4499
C 2.4842 2.0562 -4.8588
C 1.5710 1.3949 -5.6313
C 0.5864 0.5833 -5.0302
C 0.5258 0.4441 -3.6667
C 1.4618 1.1116 -2.8613
N 1.4256 0.9774 -1.4929
H 1.2573 0.2678 4.3707
H 3.1387 1.7932 3.9089
H 3.6910 2.4568 1.6061
H -0.1167 -0.6268 2.5215
H 4.0069 2.9140 -0.5814
H 4.1335 3.2113 -3.0300
H 3.2429 2.6825 -5.3107
H 1.5969 1.4899 -6.7079
H -0.1303 0.0681 -5.6559
H -0.2524 -0.1779 -3.2249
N 2.3380 -2.5277 -0.9979
C 1.5356 -1.7217 -0.8816
H 3.0466 -3.2424 -1.1026
*
```

Properties
LUMO (alpha / beta) in eV: -11.12 / -10.78
M in g/mol: 502.46
HOMO-LUMO gap (alpha / beta) in eV: 6.22 / 6.63